# 1
Formula: C29H37ClCsN5O6P
Source: the OMol25 dataset
Level of theory: ωB97M-V with the def2-TZVPD basis set

Computed properties:
largest force on an atom: 1.60 eV/A
E_LUMO: 1.717 eV
frontier orbital gap: 7.285 eV
energy relative to the best compared isomer or geometry (same formula, charge and spin): 0.0 kJ/mol
energy: -2674.072821 Eh

Structure (ORCA input):
```
! RIJCOSX wB97M-V def2-TZVPD def2/J DEFGRID3
* xyz -1 1
O -1.46544 8.08848 0.70457
H 5.59725 1.17504 2.78074
H -1.95114 5.69952 0.99253
N -1.63239 1.64818 0.63046
N 1.89461 -0.06190 1.62957
C -1.14817 5.30376 0.39100
H -0.72598 -6.10271 -1.74491
O 2.69109 -2.88736 -4.27967
C -0.65199 -4.08103 -1.07586
C 2.47371 4.60357 -3.09317
C -2.51560 -2.94774 2.65120
N 0.04942 3.47489 -0.57529
H -3.66046 -4.25220 -1.80642
C -0.95139 3.95436 0.20290
C 0.86415 4.36787 -1.15407
N 2.49554 2.67537 -1.69412
C 3.97923 2.82089 -3.56456
C -0.38380 -4.15260 2.33231
H 0.19694 -4.86081 1.73209
H 1.27620 -3.08136 -1.18091
C 1.99984 3.87089 -1.99628
H 1.21688 -4.44845 -0.04490
H 3.78872 -0.34298 0.70236
H -2.02788 -1.98494 2.80188
P -1.34952 -2.83681 0.12253
C -3.01164 -1.50789 -1.68937
H -2.22501 -5.61244 -0.95265
C 2.75249 0.29760 3.66690
H -0.58831 -4.61092 3.30046
C -0.49217 7.77796 0.00598
C -0.32012 6.23851 -0.20565
C 3.44991 4.07229 -3.88866
C 0.86802 -4.08364 -1.03006
H -2.06104 -0.31426 1.06351
N 3.78024 0.10561 2.78544
O 0.75629 -1.79119 -3.44561
H -4.47170 2.66745 2.96876
H 3.81666 4.60165 -4.77619
H -2.55492 -3.49069 3.60541
H 0.23129 -3.25260 2.51071
H -2.51451 -0.59374 -1.33724
C -2.35762 0.70840 1.25322
C -2.93096 3.31927 1.66271
H 3.85439 1.20596 -2.16263
H -0.75730 -5.92259 -0.01375
H -3.89108 0.23696 2.65458
O 0.39627 8.44885 -0.56553
H -3.57106 -1.97093 0.24608
C -3.33937 1.01581 2.16327
H -4.13051 -4.40437 -0.05052
Cl 2.18417 -1.72325 -3.63212
O 2.54825 -0.66069 -4.51979
H -2.23493 -4.71671 1.43494
O 2.69622 -1.54504 -2.29864
H -3.54003 -2.75674 2.30437
C 0.70058 5.73712 -1.00162
H 5.73314 -0.58711 2.52665
C 1.59392 0.20162 2.95023
H -4.99558 -3.31054 -1.10791
C 3.19283 -0.11216 1.58206
C 3.47386 2.17738 -2.45529
H 5.36475 0.04449 4.12234
H 0.59736 0.35376 3.31520
H -4.01611 -1.26310 -2.04903
H -0.97462 -3.67315 -2.02546
C -1.14467 -5.50659 -0.94764
C -1.85784 2.93915 0.83887
H 2.02410 5.56269 -3.31945
C 5.20726 0.18528 3.06418
Cs 0.46116 0.41087 -1.05163
H 4.73682 2.36237 -4.18283
C -3.66510 2.35394 2.32866
H 1.36314 6.48272 -1.42525
H 1.27927 -4.69657 -1.83118
C -3.07954 -2.52349 -0.54787
H -2.43686 -1.92040 -2.51815
H 2.93757 0.52653 4.68582
C -3.99223 -3.71092 -0.90396
H -3.20564 4.37093 1.77931
C -1.69930 -3.78539 1.65204
*
```


# 2
Formula: C29H37F12N5O7P2Sn
Source: the OMol25 dataset
Level of theory: ωB97M-V with the def2-TZVPD basis set

Computed properties:
largest force on an atom: 0.54 eV/A
E_LUMO: 3.808 eV
frontier orbital gap: 5.647 eV
energy relative to the best compared isomer or geometry (same formula, charge and spin): 78.5 kJ/mol
energy: -4023.512464 Eh

Structure (ORCA input):
```
! RIJCOSX wB97M-V def2-TZVPD def2/J DEFGRID3
* xyz -2 1
C 2.15943 3.35779 2.38414
O 2.62641 -3.16656 1.96541
N 4.10602 -1.50886 0.63865
P 1.83866 -3.15423 -1.48816
C -0.67728 -3.72945 -1.46591
C -1.03456 0.16543 4.29299
H 0.49759 -4.26224 1.05813
C -1.26343 -2.12483 2.30871
O -2.30833 1.31305 -0.15269
H 1.59402 -5.46070 0.35468
N 2.31990 -3.57465 -3.00390
H 5.15489 -5.95545 0.27750
H 5.10055 -4.67743 -0.94510
O 0.80766 2.22435 0.89896
C 0.70897 2.83024 2.11238
C -2.80657 -0.86250 0.94175
C 2.55359 -2.56327 -4.01903
O -0.77739 -1.21435 -3.67323
F -4.46785 1.37157 -1.56778
C 3.17742 -0.39149 0.88236
C -0.04965 1.82959 5.72866
F -3.31685 1.66475 2.39776
F 0.06429 4.81061 0.90310
O 1.53397 -1.72734 -1.40488
C 0.41552 2.44535 4.57469
H -0.25003 1.81564 7.86989
C -1.65355 -0.89652 1.75779
H 3.62029 -2.50080 -4.27435
H -4.99536 -4.38047 1.41427
H 2.06856 -5.23368 -4.25625
O 3.09573 -3.64048 -0.56495
C -0.79767 0.67648 5.55096
P 3.58455 -3.05168 0.85963
H -1.11419 -3.11824 -0.67181
H 1.29283 2.45791 7.30950
C -0.08497 -0.25622 -4.07467
C 0.22216 2.41526 7.08870
H 6.48718 -4.16032 2.45048
H -0.16486 3.43465 7.17674
H -4.41069 -2.04079 0.13940
C -0.24696 4.04967 1.96667
H -3.53317 -5.34810 1.61742
H -1.66194 -0.71006 4.21196
H 3.70072 -5.05966 -3.58145
C -2.00734 -3.27203 2.12176
H 0.36166 -0.40396 -5.11196
H -0.15648 -5.66271 0.18317
N 0.65539 -4.22760 -1.06835
H 0.95252 3.37572 4.69661
H 2.20530 -1.59918 -3.65912
H 3.75790 0.48157 1.17892
C -3.95973 -4.49598 1.08482
C -4.22335 0.23973 -0.90214
F -1.50405 3.63722 1.81123
C 5.03347 -1.24964 -0.44782
N -0.85456 0.24329 1.88357
H -1.22352 0.16654 6.41125
C 0.65336 -4.92878 0.20868
Sn -0.23779 0.74713 -0.18666
N 4.95583 -3.98774 1.02655
H 2.35746 -5.60759 -2.55426
F -3.68178 -0.62179 -1.76249
F 2.29765 4.28230 3.37112
C -4.09987 1.21674 1.41897
H 1.99073 -2.80784 -4.92389
C -3.52358 -2.04472 0.75632
F 2.68520 3.93458 1.29483
F -5.45626 -0.25504 -0.56873
H 2.58558 -0.16566 -0.00328
H 5.11559 -5.26249 2.70326
H -0.33722 -2.15403 2.87061
H -1.67277 -4.20659 2.56142
C 2.63083 -4.93275 -3.36498
F -5.02785 0.41375 2.00256
C -0.53402 0.75294 3.10538
F 2.96815 2.33748 2.72042
H -1.32727 -4.58783 -1.65705
C 5.46039 -4.92493 0.04860
H -3.98208 -4.74483 0.02088
H -0.61962 -3.09497 -2.35441
H 5.55766 -0.31237 -0.24991
C -3.27860 0.48201 0.31779
H 5.77180 -2.05004 -0.51755
O 0.17549 0.84502 -3.55972
H 2.50152 -0.64717 1.69486
H 4.51869 -1.15180 -1.41172
C -3.15492 -3.24812 1.33810
F -4.77782 2.27607 0.93598
F -0.23888 4.88642 3.03733
H 4.94039 -3.54297 3.06760
C 0.21019 1.96308 3.28617
H 6.55604 -4.89579 0.03929
C 5.39810 -4.25212 2.38139
*
```


# 3
Formula: C29H37I3N5PV
Source: the OMol25 dataset
Level of theory: ωB97M-V with the def2-TZVPD basis set

Computed properties:
largest force on an atom: 1.36 eV/A
E_LUMO (alpha / beta): -14.111 / -12.370 eV
frontier orbital gap (alpha / beta): 3.603 / 5.345 eV
⟨S²⟩: 1.11
energy: -3578.122995 Eh

Structure (ORCA input):
```
! RIJCOSX wB97M-V def2-TZVPD def2/J DEFGRID3
* xyz 4 2
H 3.37824 -2.74101 0.13895
N -3.15875 1.20411 3.13753
H -1.20806 -3.69546 -1.23221
H -1.62126 1.31882 -1.05237
C 2.18077 3.03557 3.40987
H 3.74486 0.38846 3.09846
H -5.13086 0.43911 1.45988
H 0.63495 1.54544 3.53831
C 1.38970 2.02478 2.92647
C -1.72839 2.89581 2.14844
C 3.40078 3.01747 1.32945
C 2.54850 2.02930 0.89645
C -5.24806 0.04438 2.47098
H 1.06199 -6.17200 1.44028
H -1.83886 2.92198 5.06061
H -0.33427 0.87719 -1.91777
H -3.27531 2.95775 6.07303
H -1.07404 -1.32140 -0.81724
H 2.07526 -4.16507 2.47088
H 6.15519 0.51571 2.63934
N -0.14155 -1.33285 -0.39207
C -0.49577 -3.79642 -0.41887
I -4.25239 -0.60161 -5.40564
H 0.49651 -1.21059 -1.18290
H 2.54062 -1.56471 6.74959
C 3.39164 -1.19039 1.65229
C 1.20278 -1.33508 3.64441
C 0.10251 -2.68499 0.14596
C 3.19588 3.54671 2.59969
N -1.51363 0.49747 1.61369
I -2.72824 -0.29466 -3.24362
H -0.60613 -5.93265 -0.36768
H -1.56441 -1.83059 5.55484
C 1.36308 -4.06425 1.66035
H -1.35097 3.36211 3.05657
H -5.71206 -0.93972 2.40410
H -3.32122 -0.88349 2.70294
C -0.14882 -5.05155 0.06445
C -2.16848 1.47519 2.35056
H 0.15194 -1.77526 7.33581
V 0.13622 0.43868 0.76932
C 6.11436 -1.01986 1.13446
H 4.20552 3.36632 0.69445
H -5.93035 0.69047 3.02152
C 1.01095 -2.80201 1.18096
C 2.17544 -1.34828 4.65217
H -0.33853 2.31101 -1.18119
H -2.49845 1.41404 5.72776
C 5.53728 -0.18297 2.08897
C -0.15113 -1.50603 3.97683
C -2.75755 2.38618 5.30343
H -2.58601 3.48453 1.81731
H 5.79372 -2.60224 -0.28388
H 3.84010 4.33954 2.96376
C 4.18079 -0.25673 2.34404
H 2.01866 3.42015 4.40895
C -0.52613 -1.66340 5.29693
H -4.02649 -0.35738 4.21888
C 3.97508 -2.01940 0.68210
C -3.68168 2.22508 4.10149
N 1.54035 1.54531 1.65487
C 5.33623 -1.94149 0.44157
N -0.59686 1.33128 -1.04019
C 0.78727 -5.18683 1.08684
H -4.64833 1.86163 4.43681
H -3.85510 3.16788 3.58638
I 2.74250 1.15708 -0.99296
P 1.63841 -1.28917 1.90642
H -1.99755 -0.39583 1.63330
C -3.89856 -0.09031 3.17076
H 3.22694 -1.28940 4.41691
H -0.96390 2.96558 1.37517
H 7.17562 -0.94902 0.92954
H -0.89543 -1.59175 3.19525
C 0.44381 -1.65113 6.29964
C 1.78710 -1.51565 5.97383
*
```


Number 2 is which compound?
C29H37F12N5O7P2Sn


Among the records above, which one has the lowest energy?
C29H37F12N5O7P2Sn